Formula: C18H22ClN3O4S
Source: the OMol25 dataset
Level of theory: ωB97M-V/def2-TZVPD

Properties
* SMILES: Cc1ccc(Cl)cc1NC(=O)[C@@H]1CCCN(S(=O)(=O)c2c(C)noc2C)C1
* total energy: -2022.7080 a.u.
* lowest unoccupied orbital energy: 0.453 eV
* total charge: 0
* energy above the lowest of the compared OMol25 structures with the same formula, charge and spin: 0.000 eV
* orbital gap: 9.08 eV

Bonds (Å) are listed after each position.
Cartesian coordinates (Å):
1 C 2.19743 -0.76573 -2.82247  C2 1.493, H28 1.090, H29 1.090, H30 1.087
2 C 2.64682 0.57221 -2.33546  C1 1.493, C3 1.390, C8 1.397
3 C 3.95444 1.00005 -2.53346  C2 1.390, C4 1.382, H31 1.080
4 C 4.41843 2.20166 -2.03199  C3 1.382, C5 1.384, H32 1.078
5 C 3.55523 2.99776 -1.29868  C4 1.384, Cl6 1.729, C7 1.382
6 Cl 4.11707 4.49118 -0.63184  C5 1.729
7 C 2.24380 2.61340 -1.09534  C5 1.382, C8 1.390, H33 1.079
8 C 1.78501 1.41472 -1.62890  C2 1.397, C7 1.390, N9 1.414
9 N 0.43483 1.07181 -1.38712  C8 1.414, C10 1.349, H34 1.009
10 C -0.46242 0.76343 -2.34647  N9 1.349, O11 1.214, C12 1.532
11 O -0.21150 0.79932 -3.53420  C10 1.214
12 C -1.86339 0.36202 -1.87377  C10 1.532, C13 1.539, C27 1.539, H35 1.096
13 C -2.65614 1.50887 -1.22310  C12 1.539, C14 1.528, H36 1.091, H37 1.094
14 C -2.34559 1.71231 0.25935  C13 1.528, C15 1.528, H38 1.090, H39 1.092
15 C -2.47083 0.38586 1.00682  C14 1.528, N16 1.445, H40 1.091, H41 1.096
16 N -1.63975 -0.64067 0.41953  C15 1.445, S17 1.658, C27 1.443
17 S -0.11861 -0.79010 1.06237  N16 1.658, O18 1.443, O19 1.430, C20 1.761
18 O 0.39946 0.49750 1.45676  S17 1.443
19 O 0.66321 -1.60205 0.18167  S17 1.430
20 C -0.47709 -1.70053 2.52615  S17 1.761, C21 1.426, C25 1.371
21 C -0.99708 -3.02725 2.56774  C20 1.426, C22 1.478, N23 1.303
22 C -1.33195 -3.87649 1.40522  C21 1.478, H42 1.088, H43 1.086, H44 1.089
23 N -1.14404 -3.40143 3.80733  C21 1.303, O24 1.359
24 O -0.73873 -2.37595 4.60101  N23 1.359, C25 1.338
25 C -0.33352 -1.35001 3.84396  C20 1.371, O24 1.338, C26 1.478
26 C 0.16286 -0.11626 4.48947  C25 1.478, H45 1.086, H46 1.089, H47 1.089
27 C -1.86904 -0.89316 -0.98295  C12 1.539, N16 1.443, H48 1.091, H49 1.097
28 H 1.49535 -0.64702 -3.64743  C1 1.090
29 H 1.68967 -1.29755 -2.01775  C1 1.090
30 H 3.04526 -1.35479 -3.16172  C1 1.087
31 H 4.63288 0.36630 -3.08524  C3 1.080
32 H 5.43847 2.51175 -2.19469  C4 1.078
33 H 1.57427 3.23916 -0.52553  C7 1.079
34 H 0.16932 1.10179 -0.41375  N9 1.009
35 H -2.37738 0.09416 -2.80412  C12 1.096
36 H -2.46948 2.43185 -1.77497  C13 1.091
37 H -3.72050 1.27604 -1.31824  C13 1.094
38 H -1.34188 2.11235 0.40391  C14 1.090
39 H -3.05059 2.43072 0.68156  C14 1.092
40 H -2.16041 0.49505 2.04752  C15 1.091
41 H -3.50876 0.03467 0.98249  C15 1.096
42 H -0.52091 -3.82973 0.68168  C22 1.088
43 H -1.49447 -4.89971 1.73007  C22 1.086
44 H -2.23503 -3.50250 0.92525  C22 1.089
45 H 0.48359 0.58142 3.72102  C26 1.086
46 H -0.62173 0.33137 5.09799  C26 1.089
47 H 0.99855 -0.35273 5.14575  C26 1.089
48 H -1.09761 -1.59328 -1.30558  C27 1.091
49 H -2.84751 -1.38181 -1.06983  C27 1.097

Charge distribution, natural (NBO) scheme, values in e: C -0.6515; C -0.0200; C -0.1882; C -0.2331; C -0.0307; Cl -0.0029; C -0.2613; C 0.2278; N -0.6757; C 0.6879; O -0.6178; C -0.3192; C -0.3981; C -0.4209; C -0.2231; N -0.6990; S 2.3563; O -0.9574; O -0.9299; C -0.5226; C 0.1904; C -0.6557; N -0.1238; O -0.2666; C 0.4102; C -0.6844; C -0.2248; H 0.2501; H 0.2347; H 0.2119; H 0.2137; H 0.2261; H 0.2244; H 0.4176; H 0.2449; H 0.2276; H 0.2065; H 0.2100; H 0.2221; H 0.2204; H 0.2024; H 0.2471; H 0.2428; H 0.2307; H 0.2655; H 0.2390; H 0.2452; H 0.2475; H 0.2039